(1)
Density functional theory data (ωB97M-V with the def2-TZVPD basis set) for 9 unconnected molecules or ions with the total composition C28H40I2O26P.

Last column: Löwdin charge in e.
Cartesian coordinates (Å):
1 C 3.2480 1.5616 -2.5776  -0.224
2 C 2.5948 2.7411 -1.9200  -0.847
3 I 4.2073 4.1723 -1.5059  0.761
4 C 1.4851 3.4118 -2.7093  -0.948
5 I 2.0492 4.1839 -4.6314  0.725
6 P -0.1015 2.2137 -2.8890  0.852
7 C -1.6266 1.0740 -2.9875  -0.856
8 O -2.2580 1.0584 -4.0719  -0.127
9 O -1.8160 0.4142 -1.9266  -0.160
10 H 3.5337 1.7959 -3.5867  0.029
11 H 2.6180 0.6860 -2.5496  0.058
12 H 4.1430 1.3024 -2.0404  0.027
13 H 2.1528 2.4729 -0.9653  0.043
14 H 1.1744 4.2753 -2.1503  -0.033
15 H 0.6943 1.0973 -2.5425  0.019
16 H -0.2498 2.5742 -4.2583  -0.044
17 H -0.6797 2.9284 -1.7938  0.027
18 C -1.2548 -0.5132 0.5249  -0.118
19 C -0.3620 -1.4074 -0.3089  -0.105
20 O 0.7958 -0.5802 -0.5140  0.043
21 C 0.8315 0.3496 0.4570  -0.588
22 O 1.7333 1.1195 0.6059  0.127
23 O -0.2857 0.3281 1.1940  0.074
24 H -1.8574 -1.0589 1.2475  0.118
25 H -1.8792 0.1231 -0.0986  0.055
26 H -0.0549 -2.3099 0.2263  0.133
27 H -0.8056 -1.6795 -1.2560  0.100
28 C 4.5918 -2.7232 -2.0625  -0.112
29 C 5.0809 -2.8433 -0.6296  -0.114
30 O 6.0783 -1.8170 -0.5606  0.056
31 C 5.7974 -0.8903 -1.5123  -0.573
32 O 6.3039 0.1784 -1.5959  0.161
33 O 4.8338 -1.3439 -2.3401  0.052
34 H 3.5403 -2.9508 -2.1920  0.132
35 H 5.1774 -3.3303 -2.7556  0.130
36 H 4.2980 -2.6177 0.0961  0.133
37 H 5.5204 -3.8100 -0.3985  0.127
38 C -5.5032 1.0981 0.0746  -0.090
39 C -4.0503 1.5253 0.0987  -0.088
40 O -3.9300 2.0755 1.4320  0.071
41 C -4.8748 1.5270 2.2028  -0.608
42 O -4.9220 1.6215 3.3926  0.128
43 O -5.7583 0.8241 1.4663  0.057
44 H -5.6789 0.2106 -0.5243  0.134
45 H -6.1742 1.8938 -0.2522  0.130
46 H -3.3601 0.6906 -0.0076  0.086
47 H -3.7980 2.2709 -0.6469  0.140
48 C 1.3303 6.6798 1.5252  -0.116
49 C -0.1710 6.8454 1.3773  -0.119
50 O -0.3026 7.1080 -0.0222  0.055
51 C 0.7781 6.5891 -0.6613  -0.569
52 O 0.8697 6.4786 -1.8373  0.136
53 O 1.7137 6.1999 0.2356  0.018
54 H 1.6153 5.9614 2.2884  0.133
55 H 1.8387 7.6278 1.7123  0.130
56 H -0.7166 5.9317 1.6177  0.133
57 H -0.5779 7.6710 1.9549  0.127
58 C -2.2223 -3.8732 -3.4465  -0.100
59 C -3.7149 -4.0176 -3.6836  -0.109
60 O -4.2183 -4.1701 -2.3495  0.056
61 C -3.3340 -3.6113 -1.4916  -0.571
62 O -3.5313 -3.4240 -0.3366  0.160
63 O -2.1881 -3.2986 -2.1362  0.040
64 H -1.7308 -3.2147 -4.1567  0.140
65 H -1.7035 -4.8330 -3.4230  0.130
66 H -4.1535 -3.1215 -4.1233  0.136
67 H -3.9780 -4.8826 -4.2856  0.127
68 C 3.5086 -0.1565 -7.9233  -0.118
69 C 4.0388 0.6170 -6.7286  -0.104
70 O 3.4069 -0.0712 -5.6396  0.058
71 C 3.0917 -1.3164 -6.0347  -0.577
72 O 2.7050 -2.1910 -5.3281  0.155
73 O 3.2689 -1.4535 -7.3705  0.053
74 H 4.2161 -0.2261 -8.7449  0.127
75 H 2.5651 0.2477 -8.2926  0.132
76 H 5.1210 0.5312 -6.6192  0.134
77 H 3.7562 1.6660 -6.7347  0.115
78 C -2.8855 -1.2068 4.0722  -0.094
79 C -2.7797 -0.7673 5.5187  -0.095
80 O -1.7675 -1.6580 6.0226  0.030
81 C -1.0125 -2.0852 4.9800  -0.572
82 O -0.0049 -2.7031 5.1067  0.158
83 O -1.5663 -1.7184 3.8141  0.066
84 H -3.1198 -0.3907 3.3973  0.115
85 H -3.6044 -2.0141 3.9287  0.140
86 H -2.4291 0.2596 5.6177  0.138
87 H -3.7033 -0.8857 6.0769  0.133
88 C -1.2178 -2.7809 8.9426  -0.116
89 C -0.8048 -4.0800 8.2798  -0.108
90 O -0.2924 -4.8279 9.3959  0.059
91 C -0.8431 -4.3470 10.5318  -0.584
92 O -0.7493 -4.8579 11.5998  0.155
93 O -1.5175 -3.2017 10.2828  0.056
94 H -2.0853 -2.3215 8.4845  0.115
95 H -0.4037 -2.0562 8.9771  0.136
96 H -1.6530 -4.6191 7.8554  0.135
97 H -0.0433 -3.9554 7.5164  0.122

Results
Maximum force = 1.03 eV/Å
Total energy = -108410.986 eV
E_LUMO = 0.074 Eh
Charge = -1
HOMO = -0.160 Ha

=====

(2)
Density functional theory data (ωB97M-V with the def2-TZVPD basis set) for a single C21H35N5O6 molecule.

Last column: Löwdin charge in e.
Cartesian coordinates (Å):
1 C 4.4470 0.4685 -1.5799  -0.013
2 C 4.1068 1.3903 -0.4101  -0.558
3 C 5.0339 2.6023 -0.3663  -0.017
4 C 4.1356 0.6121 0.9042  -0.009
5 O 2.7444 1.8017 -0.6896  0.033
6 C 2.0515 2.5637 0.1338  -0.470
7 O 2.4608 3.1301 1.1151  0.111
8 C 0.5992 2.6346 -0.3205  -0.043
9 N 0.1907 1.4006 -0.9396  0.107
10 C -0.8275 1.3424 -1.8023  -0.431
11 O -1.4778 2.3085 -2.1833  0.043
12 C -1.1882 -0.0196 -2.2492  -0.080
13 N -2.3236 -0.1790 -2.9879  0.149
14 C -2.4991 -1.4978 -3.1943  -0.149
15 N -1.5491 -2.2008 -2.6463  0.120
16 C -0.7097 -1.3053 -2.0447  -0.138
17 C 0.4593 -1.8008 -1.3090  -0.413
18 O 1.3558 -1.0796 -0.8679  0.007
19 N 0.4432 -3.1302 -1.1514  0.085
20 C 1.4022 -3.8875 -0.3869  -0.158
21 C 0.8109 -4.4143 0.9317  -0.178
22 C 1.0801 -3.5229 2.1478  -0.200
23 C 0.6401 -2.0659 2.0069  -0.188
24 C -0.8642 -1.9001 1.8224  -0.176
25 N -1.1947 -0.5121 1.5836  0.095
26 C -2.3416 -0.1364 0.9707  -0.578
27 O -3.1088 -0.9087 0.4439  0.087
28 O -2.4637 1.2030 1.0309  0.021
29 C -3.7356 1.8472 0.7644  -0.562
30 C -4.7666 1.3462 1.7776  -0.017
31 C -3.4418 3.3332 0.9691  -0.016
32 C -4.2179 1.6036 -0.6638  -0.024
33 H 4.4277 1.0241 -2.5135  0.089
34 H 3.7052 -0.3240 -1.6333  0.072
35 H 5.4330 0.0346 -1.4433  0.090
36 H 4.7693 3.2509 0.4644  0.079
37 H 6.0613 2.2709 -0.2435  0.090
38 H 4.9545 3.1676 -1.2923  0.091
39 H 3.8735 1.2601 1.7364  0.083
40 H 3.4226 -0.2077 0.8516  0.078
41 H 5.1303 0.2091 1.0720  0.091
42 H 0.4770 3.4567 -1.0367  0.143
43 H -0.0276 2.8582 0.5520  0.132
44 H 0.7566 0.5611 -0.7845  0.097
45 H -2.9064 0.5964 -3.2674  0.161
46 H -3.3209 -1.9108 -3.7440  0.124
47 H -0.3496 -3.6077 -1.5598  0.131
48 H 1.7390 -4.7285 -1.0007  0.121
49 H 2.2561 -3.2355 -0.1917  0.123
50 H 1.2411 -5.3956 1.1405  0.107
51 H -0.2636 -4.5527 0.8020  0.108
52 H 2.1533 -3.5314 2.3522  0.112
53 H 0.5777 -3.9666 3.0108  0.110
54 H 0.9412 -1.5290 2.9104  0.117
55 H 1.1551 -1.6025 1.1670  0.076
56 H -1.3927 -2.2680 2.7138  0.132
57 H -1.2312 -2.4605 0.9602  0.111
58 H -0.6651 0.1975 2.0640  0.149
59 H -4.4019 1.4989 2.7915  0.090
60 H -4.9517 0.2856 1.6255  0.082
61 H -5.7002 1.8876 1.6539  0.088
62 H -4.3517 3.9118 0.8417  0.089
63 H -3.0465 3.5050 1.9670  0.088
64 H -2.7072 3.6612 0.2385  0.080
65 H -4.3458 0.5389 -0.8390  0.075
66 H -3.4940 2.0108 -1.3648  0.057
67 H -5.1703 2.1064 -0.8101  0.092

Results
Maximum force = 0.97 eV/Å
Total energy = -42084.516 eV
SMILES = CC(C)(C)OC(=O)CNC(=O)c1[nH]cnc1C(=O)NCCCCCNC(=O)OC(C)(C)C
E_LUMO = 0.025 Eh
Charge = 0
HOMO = -0.336 Ha